Molecular formula: C5H7Cl4OP
Method: DFT, ωB97M-V with the def2-TZVPD basis set

ORCA input file:
```
! RIJCOSX wB97M-V def2-TZVPD def2/J DEFGRID3
* xyz 0 1
Cl 0.00134 -4.61947 -3.61058
Cl -2.62920 -3.03403 -2.15046
Cl -0.26658 -1.52825 -3.79536
Cl 1.42143 -0.52178 -1.28798
P 0.63363 -2.93623 -2.72548
O 2.12410 -2.93401 -2.75265
C -0.19768 -3.12527 -1.07632
C -0.93221 0.86971 -0.56191
C 1.17390 1.53236 0.51673
C -1.50238 -3.18301 -0.84882
C 0.35113 0.67766 -0.36999
H 0.62847 -3.27569 -0.22798
H 0.61065 2.26674 0.87193
H -1.56259 0.27652 -1.24729
H -1.29610 1.66101 -0.07141
H 2.08658 2.03238 -0.00542
H -1.89121 -3.41557 0.10458
H 1.37257 0.90603 1.30362
*
```

Calculated values
HOMO energy, eV: -10.01
Structure (SMILES): O=P(Cl)(Cl)/C=C\Cl.C=C(C)Cl
LUMO energy, eV: 0.410
Molecular weight, g/mol: 255.896

These are the Löwdin partial charges, in e, on atoms 1 to 6: atom 1 (Cl): 0.349, atom 2 (Cl): 0.592, atom 3 (Cl): 0.338, atom 4 (Cl): 0.626, atom 5 (P): -0.200, atom 6 (O): -0.454

Molecular formula: C2HN3O2
Method: DFT, ωB97M-V with the def2-TZVPD basis set

ORCA input file:
```
! RIJCOSX wB97M-V def2-TZVPD def2/J DEFGRID3
* xyz 0 1
O -1.35885 -2.26846 0.07749
O 1.78904 1.22092 0.03368
N 3.59343 -1.35771 0.08917
N 2.59229 -0.82981 -0.11224
N -0.47482 -1.51531 0.07951
C 1.57076 -0.00937 -0.03424
C 0.09582 -0.45288 -0.24516
H -0.62727 0.35493 -0.59961
*
```

Calculated values
HOMO energy (alpha / beta), eV: -8.72 / -9.41
LUMO energy (alpha / beta), eV: -0.647 / -1.208
Molecular weight, g/mol: 99.049

These are the Löwdin partial charges, in e, on atoms 1 to 6: atom 1 (O): 0.108, atom 2 (O): 0.049, atom 3 (N): 0.256, atom 4 (N): 0.025, atom 5 (N): -0.114, atom 6 (C): -0.446

Molecular formula: C11H19Cl3MoO4S
Method: DFT, ωB97M-V with the def2-TZVPD basis set

ORCA input file:
```
! RIJCOSX wB97M-V def2-TZVPD def2/J DEFGRID3
* xyz 0 1
Mo -1.40164 -0.60937 0.34638
Cl -3.54995 0.34546 0.78400
Cl -2.50734 -2.57684 0.24321
Cl 0.24277 -1.85177 1.56622
S 2.51151 0.89053 3.43519
O 1.07909 1.17405 3.59242
O 3.35530 1.67531 4.33422
O -1.01024 0.89386 1.89940
O 2.95241 0.88792 2.03857
C 2.68077 -0.79951 4.01727
C -0.04993 -2.52208 -1.99963
C -0.06435 1.05541 -0.83503
C -1.57159 -0.40218 -1.84952
C -1.39197 0.94590 -1.36728
C 0.58225 2.30431 -0.36022
C -2.71425 -0.92185 -2.65166
C 2.04915 -0.42313 -0.88163
C -2.32429 2.09038 -1.56636
C 0.59084 -0.19571 -1.01150
C -0.35381 -1.12874 -1.57486
H 2.44038 -0.81724 5.08068
H 0.23987 -2.55092 -3.05664
H -0.17495 3.05036 -0.11755
H -3.35713 1.74936 -1.64680
H -3.51071 -0.17669 -2.69774
H 1.24616 2.71495 -1.13362
H -2.39208 -1.15870 -3.66970
H 2.55543 -0.17449 -1.82684
H -0.19626 0.76607 2.45760
H -2.06885 2.64281 -2.48021
H 1.99272 -1.43675 3.46457
H 0.77600 -2.92750 -1.40254
H -0.92145 -3.17027 -1.86257
H -2.24783 2.78070 -0.72031
H 2.26738 -1.46898 -0.65028
H 3.70860 -1.12702 3.86154
H -3.11821 -1.83401 -2.20728
H 2.46551 0.20509 -0.08276
H 1.19067 2.10127 0.53127
*
```

Calculated values
HOMO energy (alpha / beta), eV: -8.19 / -8.19
LUMO energy (alpha / beta), eV: -4.180 / -4.180
Molecular weight, g/mol: 449.635

These are the Löwdin partial charges, in e, on atoms 1 to 6: atom 1 (Mo): 1.158, atom 2 (Cl): 0.139, atom 3 (Cl): 0.147, atom 4 (Cl): 0.205, atom 5 (S): 0.379, atom 6 (O): -0.390

Molecular formula: C27H32Cl2I2NO2RuSb2
Method: DFT, ωB97M-V with the def2-TZVPD basis set

ORCA input file:
```
! RIJCOSX wB97M-V def2-TZVPD def2/J DEFGRID3
* xyz 2 2
I 3.45000 -1.38396 -1.53508
I 1.89891 1.20933 -3.12342
Sb -0.22920 -1.77446 -2.54702
Sb -0.68887 -0.85744 0.99862
Ru 0.99331 -0.12625 -0.91688
Cl 2.49006 1.40917 0.42620
Cl 1.08930 3.97515 5.03504
O -0.76371 1.22528 1.37801
O -0.31437 1.42783 -0.78176
N 1.73398 3.91713 2.20969
C 3.69303 0.08285 -3.03779
C 2.82340 5.06143 0.38502
C 1.77151 2.66154 2.77001
C -0.37379 -3.54623 0.85727
C -0.57344 1.94041 0.34635
C 1.58902 1.35198 4.83983
C -3.25445 -4.13870 -1.42302
C 0.74725 4.47422 -1.33184
C -1.66326 -3.83142 0.37624
C 2.87762 5.49243 -0.92948
C 1.50878 2.54381 4.15578
C -0.86606 -3.75976 -2.03502
C 1.84610 5.17503 -1.80219
C 2.10375 1.45149 2.15467
C 2.19482 0.23949 2.82164
C -4.00409 -4.28385 0.87377
C -2.62609 -0.68505 0.17735
C -0.61722 3.43116 0.49122
C -1.98682 -1.05008 -3.46982
C -1.12033 -1.11752 3.04763
C 0.66305 4.06365 -0.00536
C -1.95336 -3.89514 -1.02201
C -4.27680 -4.32481 -0.49544
C -2.72139 -4.04199 1.30066
C 1.93907 0.18051 4.17517
C 1.73978 4.32271 0.84469
C 0.88122 -2.27805 -4.27309
H 1.03484 -1.38386 -4.87435
H 3.72247 6.07539 -1.26983
H -0.16277 -3.68980 1.90979
H 4.50058 0.74346 -2.74473
H -2.55057 -0.16184 -0.77309
H -5.28201 -4.52358 -0.84090
H -1.18731 -4.13231 -3.00817
H 0.01759 -4.32267 -1.73468
H -3.48038 -4.20975 -2.48009
H 1.87752 4.66103 2.87654
H -2.11010 -1.56522 3.11447
H 1.84010 -2.72205 -4.01580
H 3.88156 -0.39906 -3.99019
H 2.04017 -0.74884 4.71685
H 1.38543 1.34872 5.90147
H 0.48443 -3.55091 0.19962
H -1.85047 -0.00916 -3.75754
H 0.29414 -2.99429 -4.84615
H -3.21140 -0.08599 0.87528
H -2.18235 -1.64717 -4.35959
H -0.81341 3.67002 1.53434
H -4.79622 -4.45328 1.58963
H 2.51125 -0.63806 2.27100
H 1.87906 5.50783 -2.83066
H -0.08789 4.27422 -1.99378
H -1.44969 3.80148 -0.11111
H -2.49411 -4.02420 2.35961
H -1.11990 -0.12087 3.48332
H -0.38520 -1.74425 3.54196
H 3.63330 5.28439 1.06793
H -3.10643 -1.65013 0.04446
H -2.83294 -1.13113 -2.79128
*
```

Calculated values
HOMO energy (alpha / beta), eV: -12.93 / -12.93
LUMO energy (alpha / beta), eV: -6.357 / -7.306
⟨S²⟩: 0.79
Molecular weight, g/mol: 1071.862

These are the Löwdin partial charges, in e, on atoms 1 to 6: atom 1 (I): 0.944, atom 2 (I): 1.048, atom 3 (Sb): 1.260, atom 4 (Sb): 1.467, atom 5 (Ru): -0.023, atom 6 (Cl): 0.737

Molecular formula: C53H40BrClN9O7PSTi
Method: DFT, ωB97M-V with the def2-TZVPD basis set

ORCA input file:
```
! RIJCOSX wB97M-V def2-TZVPD def2/J DEFGRID3
* xyz -1 2
Br 1.43122 7.14138 2.70171
Ti 0.55985 -0.31612 0.24985
Cl 1.34464 2.41995 -6.89634
S -1.24043 -0.88785 3.91213
P -2.64694 0.18270 0.27212
O -1.67136 -0.80428 -5.54612
O 1.36974 0.05638 1.92474
O 0.08088 -0.76104 -1.57629
O 3.06631 2.24303 0.89672
O -0.89095 0.47196 -7.17776
O 1.34522 1.37669 -0.22673
O -1.02178 -1.39847 -3.36676
N -0.78180 -2.65822 1.89885
N -2.80759 -2.72144 2.87373
N -1.13288 0.37551 0.55279
N -0.95747 4.71880 0.39657
N 2.40223 -0.20998 2.66175
N 1.38873 1.17859 -3.26865
N 0.28896 -2.15487 1.25246
N 2.22282 -1.51069 -0.32314
N 1.74993 1.97800 -4.28340
C 2.40545 -2.66050 0.39637
C 0.80620 5.67410 1.66689
C 1.36009 -2.96083 1.29210
C -2.42094 -2.46826 -0.58706
C 0.51264 -6.32943 2.76402
C 2.37625 -4.31299 3.13265
C -0.46263 5.72139 1.11173
C 1.48251 -6.45921 3.74962
C 2.62645 4.24486 -4.62861
C 2.41635 -5.45020 3.92666
C -4.95266 1.61921 4.00512
C -0.84341 0.10183 -6.02648
C -3.36509 0.69893 -2.38590
C -3.30692 -1.44426 -0.27680
C 4.41058 -3.15575 -0.84044
C 3.06386 -1.24392 -1.33054
C 4.56942 4.95005 -3.39199
C -4.72541 -0.04202 2.27680
C -5.14745 -2.91327 -0.78976
C -1.58001 -2.09747 2.77092
C -4.06634 2.83028 -3.24608
C 1.03341 1.68631 -5.39656
C 0.46842 -5.19246 1.97453
C 4.66099 3.69502 -2.81086
C -3.24758 1.84497 2.33330
C 4.72460 -0.54418 2.94640
C 3.55893 5.21621 -4.30264
C 3.64485 -0.28030 2.13843
C -5.35598 0.42981 3.41941
C -2.89420 -3.71942 -0.95442
C -3.53729 2.59164 -0.91463
C 3.74563 2.71272 -3.14318
C -3.27237 1.23694 -1.10272
C -3.89049 2.32491 3.46003
C 4.15474 -2.01979 -1.63579
C -4.25761 -3.95210 -1.02977
C -3.92896 3.38457 -1.98186
C 1.09478 3.52697 0.70701
C 0.42323 0.40137 -3.70585
C 4.55671 -0.70882 4.31572
C -0.19877 3.64392 0.20497
C 3.53418 -3.47986 0.15879
C -0.20784 -0.64382 -2.81371
C -4.67520 -1.66304 -0.42780
C 0.15339 0.67247 -5.07969
C 1.40200 -4.17035 2.14696
C 1.60880 4.56917 1.46459
C -3.67607 0.67072 1.71239
C 2.20505 -0.39013 3.98537
C 2.72278 2.98918 -4.04138
C 1.91840 2.28685 0.46039
C 3.26557 -0.62607 4.82432
C -3.77165 1.48976 -3.44951
H 3.73106 -0.07075 1.08532
H -5.36857 -0.84258 -0.28810
H -2.36584 2.34107 1.94364
H -3.12758 -0.34363 -2.55011
H -6.21295 -3.07864 -0.89312
H -1.43529 -1.07208 -4.60031
H -5.44556 1.98073 4.89894
H -3.54541 3.23869 3.92699
H 4.78131 -1.77514 -2.48151
H -5.03323 -0.98663 1.85709
H 5.70657 -0.61451 2.50172
H -0.63247 2.83056 -0.36616
H 3.18297 -5.55107 4.68559
H 3.07936 -0.75146 5.88093
H -2.89101 -3.61495 2.41048
H 3.49013 6.19853 -4.75096
H 3.79632 1.73995 -2.68206
H 2.60623 4.49549 1.87515
H 2.81737 -0.36467 -1.90820
H 5.27747 -3.77143 -1.04428
H -3.23003 -2.64681 3.78342
H -4.62991 -4.93211 -1.30234
H 5.27858 5.72256 -3.12411
H 3.10067 -3.52015 3.28461
H -1.36496 -2.27094 -0.57145
H 1.51185 -7.34414 4.37318
H -2.19343 -4.51091 -1.18896
H 3.67279 -4.37201 0.75286
H 1.16559 -0.35279 4.29282
H -6.16156 -0.14561 3.85979
H 5.43061 3.47990 -2.08333
H -0.20251 -7.12721 2.60465
H -3.45305 3.02354 0.07346
H -0.28383 -5.08743 1.20518
H -3.86072 1.05299 -4.43595
H -4.40039 3.44065 -4.07530
H -1.10038 6.58797 1.24128
H 5.39878 -0.89404 4.96683
H 1.82600 4.46827 -5.31696
H -4.13572 4.43500 -1.82043
*
```

Calculated values
HOMO energy (alpha / beta), eV: -3.16 / -4.36
LUMO energy (alpha / beta), eV: 1.982 / 1.833
⟨S²⟩: 0.77
Molecular weight, g/mol: 1141.224

These are the Löwdin partial charges, in e, on atoms 1 to 6: atom 1 (Br): 0.701, atom 2 (Ti): 0.987, atom 3 (Cl): 0.808, atom 4 (S): 0.545, atom 5 (P): 0.856, atom 6 (O): 0.106

Molecular formula: C8H13N3O
Method: DFT, ωB97M-V with the def2-TZVPD basis set

ORCA input file:
```
! RIJCOSX wB97M-V def2-TZVPD def2/J DEFGRID3
* xyz 0 1
O 1.35709 0.33307 0.03178
N 1.82468 -1.78832 -0.05957
N 3.01982 -1.04313 -0.08752
N -2.58162 0.80405 -0.14130
C -0.55630 -1.36756 0.14924
C 0.85984 -0.94360 0.03499
C -1.75881 0.62793 1.08484
C -1.28311 -0.79976 1.32997
C 2.67899 0.18328 0.01683
C 3.57842 1.35856 -0.03366
C -1.32468 -0.98826 -1.12731
C -1.72671 0.46979 -1.28095
H -0.72445 -0.72715 2.27025
H -2.29580 0.98122 1.97525
H -2.13242 -1.40915 1.59179
H -2.20859 0.64995 -2.28197
H -0.83813 -1.41281 -2.04463
H -0.49934 -2.45690 0.17905
H -2.27516 -1.51226 -1.15693
H 4.27451 1.31558 0.81425
H -0.85240 1.24125 1.05641
H -2.80179 1.78564 -0.09036
H 2.97189 2.18638 0.13266
H -0.77951 1.10234 -1.32595
H 4.07359 1.40986 -1.03715
*
```

Calculated values
HOMO energy, eV: -9.32
Structure (SMILES): Cc1nnc(C2CCNCC2)o1
LUMO energy, eV: 0.764
Molecular weight, g/mol: 167.212

These are the Löwdin partial charges, in e, on atoms 1 to 6: atom 1 (O): 0.114, atom 2 (N): 0.113, atom 3 (N): 0.102, atom 4 (N): -0.052, atom 5 (C): -0.246, atom 6 (C): -0.310

Molecular formula: C4H8O2
Method: DFT, ωB97M-V with the def2-TZVPD basis set

ORCA input file:
```
! RIJCOSX wB97M-V def2-TZVPD def2/J DEFGRID3
* xyz 0 1
O -0.20814 0.74780 2.01189
O -0.72957 1.09036 -0.67896
C 1.43620 -0.06682 -0.42033
C -0.94284 -0.13389 -1.31013
C -0.03082 -0.06880 -0.19991
C -0.47319 -0.39303 1.21005
H 1.85051 -1.02860 -0.20497
H -0.50002 1.57082 1.53580
H 0.06429 -1.23763 1.60930
H -0.58750 -0.21578 -2.38102
H -1.58234 -0.56737 1.15204
H -1.89116 -0.64525 -1.11823
H 1.87841 0.68059 0.24122
H 1.71617 0.26760 -1.44677
*
```

Calculated values
HOMO energy, eV: -10.17
Structure (SMILES): C[C@]1(CO)CO1
LUMO energy, eV: 0.950
Molecular weight, g/mol: 88.106

These are the Löwdin partial charges, in e, on atoms 1 to 6: atom 1 (O): -0.065, atom 2 (O): -0.016, atom 3 (C): -0.011, atom 4 (C): -0.126, atom 5 (C): -0.507, atom 6 (C): -0.181

Molecular formula: C11H74NO25
Method: DFT, ωB97M-V with the def2-TZVPD basis set

ORCA input file:
```
! RIJCOSX wB97M-V def2-TZVPD def2/J DEFGRID3
* xyz 1 1
O 2.26348 5.53441 3.26990
O 3.26891 4.05262 0.43416
O 4.36841 -4.62235 -0.65863
O 3.33347 1.28552 4.60236
O 4.89661 -4.58351 1.57651
O -4.66904 -1.86081 -1.28731
O 0.65067 5.64528 0.57608
O -1.42914 -3.02387 -5.17842
O -4.80889 3.26908 -2.18936
O -1.57049 4.16789 -3.26061
O 4.44172 -2.30027 -2.45223
O 0.15841 -5.21927 1.90322
O -0.39927 -4.31164 -2.87211
O 4.03594 -3.35912 4.16679
O 1.91694 3.48710 5.72096
O 2.01886 -5.88774 -0.59644
O 2.36280 1.53574 -3.23541
O -2.56369 -3.73458 -1.16921
O -4.00154 3.08746 0.61571
O -1.15136 -3.94507 3.83440
O -3.15980 -0.74980 2.95755
O -4.52237 -0.14901 -7.01578
O -1.91557 5.52536 1.07713
O -1.54666 5.67237 4.02712
O -3.73904 2.81668 -4.82780
N 0.60511 -0.44671 0.51927
C -0.83134 -0.56830 -1.60682
C 0.23080 2.00122 1.33307
C 2.66058 -1.73654 0.40685
C -2.67541 -0.04561 -3.35420
C 0.22933 -1.89861 0.86624
C 0.51613 -0.23718 -0.95162
C -0.24804 2.67891 2.59886
C -1.16744 -0.05993 -2.90051
C 2.00054 -0.44310 0.78673
C -0.01716 0.46159 1.55307
C 1.49722 -2.76593 0.67535
H 1.25769 2.19835 1.20585
H -1.15765 -4.02596 -2.31342
H -1.12265 0.36561 1.47808
H -0.61900 -2.29060 0.36201
H -5.43513 3.92694 -2.08241
H 2.89406 -1.61867 -0.82930
H -3.92742 3.13649 -4.02188
H -3.82447 3.49760 -5.56802
H -1.28345 2.45749 2.69241
H 3.36475 -2.08539 1.04220
H 1.20635 -5.84198 -1.12635
H -2.23051 5.26278 4.59085
H 3.79397 1.06498 3.83223
H -0.43538 -3.82875 4.71049
H -3.15171 -1.11195 -3.21222
H 3.76044 -5.40329 -1.00560
H -3.14979 3.63241 0.51393
H 2.09985 3.76759 4.78097
H 1.56411 -0.55604 -1.56881
H -2.93447 -0.20638 3.76775
H -4.20095 -1.03444 -0.83957
H 4.06400 3.62718 0.28676
H -1.66214 -0.08332 -0.94040
H 0.26183 2.19612 3.60526
H 5.85203 -4.46731 1.77877
H -4.66230 3.27988 1.32797
H -0.71989 -0.66615 -3.72122
H -1.13765 -3.63757 -5.99731
H 2.32741 2.63196 5.60875
H 3.21996 1.52990 -3.70989
H -2.65568 0.21854 -4.28590
H 2.06430 0.70613 -3.52046
H -0.92449 5.47370 0.97583
H 0.78792 -5.57327 2.55976
H -0.07716 3.81108 2.51775
H 2.19411 -0.06943 1.89269
H -3.10267 -4.62663 -1.32956
H -0.60106 -4.46831 3.21991
H 1.36719 5.14131 0.30052
H 4.85032 -1.59156 -1.81959
H 3.92936 -3.37819 3.28080
H -3.25752 -1.61024 3.42720
H 1.70512 5.91325 3.94400
H -2.12908 6.00823 0.33313
H 0.47411 0.85385 -1.16677
H -3.17025 0.78969 -2.57892
H -0.80131 0.96336 -3.20038
H -4.73984 2.92660 -1.22351
H 1.26406 -3.66431 -0.12582
H 4.27581 -3.18625 -1.96051
H -1.01012 -1.82088 -1.53702
H -3.95405 0.51381 -6.85649
H 0.08939 0.18537 2.56316
H 3.17764 4.28159 1.40552
H 1.86921 -5.97722 0.39642
H -0.48656 2.52194 0.63834
H -0.16882 -5.15259 -2.44407
H 4.46867 -5.34315 2.08006
H -0.75045 4.37377 -3.63545
H 4.45632 -2.55308 4.37088
H 4.34243 -4.79525 0.22342
H 3.85828 1.42876 5.31247
H 2.53339 0.44124 0.08456
H 1.56460 5.56226 2.57632
H -4.60281 0.27134 -8.00377
H -1.97068 3.49419 -3.92839
H -0.95652 -3.34826 -4.38511
H 0.04716 -1.91667 1.93029
H -2.02267 5.60663 3.22668
H -5.22741 -1.43343 -1.92531
H -0.66568 -5.85806 1.83961
H -3.24468 -3.02990 -1.40429
H 1.46909 -3.34436 1.58529
H 0.67946 6.26466 0.05395
*
```

Calculated values
HOMO energy, eV: -12.34
LUMO energy, eV: -2.775
Molecular weight, g/mol: 620.695

These are the Löwdin partial charges, in e, on atoms 1 to 6: atom 1 (O): -0.052, atom 2 (O): -0.029, atom 3 (O): -0.094, atom 4 (O): 0.023, atom 5 (O): -0.048, atom 6 (O): -0.089